The following is a DFT calculation (ωB97M-V with the def2-TZVPD basis set) of a molecular structure, C28H24ClN3PTl in a non-equilibrium geometry.

XYZ file:
```
58
Properties=species:S:1:pos:R:3
Tl -0.01472 0.00875 0.17938
Cl 2.32978 -0.47565 0.27138
P -0.01372 -0.00435 -2.11492
C -0.69212 1.52285 -2.86192
C -1.85522 1.52655 -3.64202
C -2.33332 2.72195 -4.18082
C -1.65332 3.91705 -3.94862
C -0.49232 3.91675 -3.17162
C -0.01422 2.72895 -2.62352
C 1.64098 -0.17045 -2.86472
C 2.34028 -1.36295 -2.63442
C 3.59798 -1.55765 -3.19772
C 4.17448 -0.55635 -3.98232
C 3.48898 0.63845 -4.20262
C 2.22378 0.83255 -3.64722
C -0.98562 -1.32945 -2.92192
C -1.58232 -2.31535 -2.12352
C -2.36972 -3.30885 -2.70082
C -2.55742 -3.33905 -4.08422
C -1.95722 -2.36845 -4.88602
C -1.17792 -1.36505 -4.30902
H 1.89858 -2.12335 -1.99542
H 4.13618 -2.48265 -3.01122
H 5.16158 -0.70335 -4.41172
H 3.94068 1.42375 -4.80232
H 1.69318 1.76565 -3.81242
H -2.38752 0.59885 -3.82722
H -3.23822 2.71645 -4.78232
H -2.02782 4.84655 -4.36852
H 0.03918 4.84585 -2.98542
H 0.88358 2.72245 -2.01002
H -1.41722 -2.30175 -1.05022
H -2.82942 -4.06585 -2.07142
H -3.16292 -4.12035 -4.53502
H -2.09342 -2.39065 -5.96372
H -0.71392 -0.61085 -4.93682
H -1.08972 1.11665 0.12268
H -1.44882 -0.56475 0.13638
N -0.15682 1.38005 10.96978
C -0.12192 1.04335 9.86328
C -0.10192 0.63505 8.48498
C -1.20472 0.91555 7.66668
C -1.15962 0.61655 6.29968
C -0.01462 0.00575 5.76228
C 1.05668 -0.32495 6.59438
C 1.02378 -0.00145 7.94818
N 0.10678 -0.28445 4.37398
C 0.29568 -1.51575 3.86338
C 0.32488 -1.41345 2.51908
N 0.21198 -0.12665 2.18458
C 0.03328 0.56445 3.32538
H -2.08622 1.38675 8.08568
H -2.01392 0.85045 5.67448
H 1.93768 -0.79025 6.16968
H 1.88528 -0.22715 8.56288
H 0.34728 -2.44375 4.40308
H 0.38678 -2.22965 1.80618
H -0.19112 1.62665 3.39408
```

As for the charge: +2. The value obtained for the orbital gap (alpha / beta) is 4.42 / 4.38 eV. For the electronic energy, the calculation gives -2218.8175 Eh.



The following is a DFT calculation (ωB97M-V with the def2-TZVPD basis set) of 5 unconnected molecules or ions with the total composition C28H24ClN5O2 in a non-equilibrium geometry.

XYZ file:
```
60
Properties=species:S:1:pos:R:3
O 3.48712 2.85433 2.62393
C 2.89495 4.05124 2.76433
N 3.83940 5.26540 2.88226
C 2.97065 6.53816 2.92980
O 3.34708 7.82008 2.93522
C 1.38267 6.13053 2.93974
C 0.00683 7.01698 3.03398
Cl 0.11989 8.86307 3.18519
C -1.45085 6.19777 3.01021
C -1.48516 4.52965 2.89476
C -0.07762 3.63122 2.80183
C 1.31868 4.49541 2.83998
H 4.26837 5.29675 1.91073
H -2.48923 6.76412 3.08458
H -2.51594 3.95094 2.86177
H -0.05418 2.46399 2.69498
C -0.59227 -1.23189 -0.66196
C 0.45609 -0.35950 -0.93467
C 0.38445 0.92944 -0.43104
N -0.64810 1.39102 0.30797
C -1.65195 0.52163 0.55478
C -1.66886 -0.78644 0.09808
H -0.57080 -2.25036 -1.03869
H 1.30877 -0.67562 -1.52481
H 1.17927 1.64673 -0.61383
H -2.47086 0.91754 1.14887
H -2.50108 -1.44186 0.32851
C -6.93541 -2.43881 -1.88821
C -6.97460 -1.96682 -0.58047
C -5.87351 -2.19031 0.23057
N -4.76284 -2.84463 -0.17393
C -4.75474 -3.29272 -1.44814
C -5.80461 -3.11484 -2.33473
H -7.77905 -2.28145 -2.55392
H -7.84145 -1.43723 -0.20185
H -5.85456 -1.83859 1.25799
H -3.85180 -3.81718 -1.74806
H -5.74278 -3.49452 -3.34828
C 6.33968 1.24519 -1.62526
C 5.55801 1.38787 -2.76681
C 4.17980 1.37472 -2.62365
N 3.54895 1.22729 -1.43805
C 4.33423 1.08915 -0.34777
C 5.71920 1.09342 -0.38951
H 7.42335 1.25194 -1.69786
H 6.01094 1.50693 -3.74454
H 3.52663 1.48574 -3.48429
H 3.80310 0.97003 0.59246
H 6.30013 0.98052 0.51881
C 0.54466 -7.31575 -0.77085
C -0.67434 -6.87796 -0.26400
C -1.20461 -5.69755 -0.75957
N -0.60399 -4.94295 -1.70572
C 0.57916 -5.39255 -2.17737
C 1.18669 -6.56130 -1.74744
H 0.99088 -8.23701 -0.40778
H -1.19924 -7.44246 0.49827
H -2.15504 -5.31577 -0.39818
H 1.04252 -4.76710 -2.93528
H 2.13735 -6.87557 -2.16305
```

As for the charge: 0. Its SMILES is O=C1NC(=O)c2c(Cl)cccc21.c1ccncc1.c1ccncc1.c1ccncc1.c1ccncc1. The value obtained for the orbital gap is 7.61 eV. For the electronic energy, the calculation gives -1965.4426 Eh.



The following is a DFT calculation (ωB97M-V with the def2-TZVPD basis set) of a single C28H24F2N4O4 molecule in a non-equilibrium geometry.

XYZ file:
```
62
Properties=species:S:1:pos:R:3
N -6.10669 -2.08620 -0.47384
C -5.62322 -2.36984 0.74999
O -6.33105 -2.76969 1.64968
C -4.11480 -2.22785 0.96214
C -3.34508 -1.48049 -0.12546
N -3.77298 -0.09622 -0.22473
C -4.21264 0.45191 -1.37400
O -4.66586 -0.22060 -2.28383
C -4.11981 1.97019 -1.40986
C -2.94418 2.48420 -0.62260
C -3.14584 3.30461 0.45941
C -2.07631 3.76835 1.23870
C -0.79682 3.40384 0.93425
C -0.53786 2.56123 -0.16669
C 0.77927 2.17418 -0.49355
C 1.02498 1.34408 -1.54996
C -0.04031 0.86660 -2.32662
C -1.32674 1.23173 -2.04296
C -1.61899 2.08786 -0.95913
C -1.85169 -1.48613 0.11506
C -0.99040 -2.21046 -0.71729
C 0.37019 -2.13164 -0.57944
C 0.97339 -1.29484 0.38383
N 2.30561 -1.16994 0.47593
C 3.27131 -1.74885 -0.41912
C 4.59584 -1.04064 -0.31413
C 4.68176 0.32460 -0.07531
C 5.92372 0.93016 -0.00794
F 5.98280 2.25368 0.21734
C 7.10156 0.22274 -0.17200
C 7.02598 -1.13625 -0.41553
C 5.78510 -1.74196 -0.48458
F 5.72769 -3.06847 -0.72872
C 0.09466 -0.58647 1.24476
N 0.54698 0.31256 2.23661
O -0.28004 0.90488 2.90468
O 1.75680 0.48367 2.38414
C -1.29023 -0.70832 1.09947
H -5.59193 -1.62062 -1.20833
H -7.10371 -2.16807 -0.59315
H -3.97202 -1.74166 1.92924
H -3.71512 -3.24081 1.05205
H -3.53808 -1.94391 -1.09912
H -3.43099 0.52769 0.49142
H -4.06504 2.27540 -2.45728
H -5.04804 2.37544 -0.99965
H -4.15076 3.60344 0.72333
H -2.27750 4.40878 2.08351
H 0.03243 3.74690 1.53412
H 1.58856 2.55444 0.11408
H 2.03603 1.05917 -1.80365
H 0.16285 0.21149 -3.16094
H -2.12861 0.85994 -2.66147
H -1.40830 -2.84277 -1.48645
H 0.99924 -2.71699 -1.22921
H 2.64824 -0.59091 1.23847
H 2.91406 -1.66173 -1.45422
H 3.41351 -2.81681 -0.20480
H 3.79569 0.92415 0.05984
H 8.05003 0.73041 -0.11032
H 7.91455 -1.73119 -0.55093
H -1.89916 -0.14560 1.79195
```

As for the charge: 0. Its SMILES is NC(=O)C[C@@H](NC(=O)Cc1cccc2ccccc12)c1ccc(NCc2cc(F)ccc2F)c([N+](=O)[O-])c1. The relative energy (zero: lowest compared OMol25 entry of this formula, charge and spin) comes out at 0.00 kcal/mol. The value obtained for the orbital gap is 7.65 eV. For the electronic energy, the calculation gives -1801.1105 Eh.



The following is a DFT calculation (ωB97M-V with the def2-TZVPD basis set) of 2 unconnected molecules or ions with the total composition C28H24F6N4 in a non-equilibrium geometry.

XYZ file:
```
62
Properties=species:S:1:pos:R:3
C 4.79136 1.57522 4.28500
N 4.74085 0.43968 3.39682
C 5.96607 0.09619 2.69755
C 5.98940 0.84110 1.39364
F 7.11527 0.64741 0.66671
F 4.91613 0.46015 0.61522
F 5.84976 2.19372 1.61127
C 3.57177 -0.23546 3.15794
C 3.51084 -1.65125 3.24645
C 2.29543 -2.28827 3.16195
C 1.11009 -1.57608 2.79918
C -0.13395 -2.26341 2.75658
C -1.39882 -1.67444 2.43448
C -2.42125 -2.48611 1.85954
C -3.61128 -1.95182 1.42009
C -3.85439 -0.55882 1.52464
N -5.07793 -0.00054 1.15958
C -5.51996 0.01829 -0.21694
C -6.10678 0.27308 2.16293
C -5.90281 1.60879 2.81756
F -6.96215 1.98787 3.58266
F -4.79944 1.58734 3.64376
F -5.68871 2.58527 1.87248
C -2.85119 0.25332 2.10879
C -1.72005 -0.30460 2.66294
C 1.26323 -0.19394 2.46123
C 2.40985 0.48997 2.79509
H 4.03973 1.46193 5.08097
H 5.79674 1.61990 4.72122
H 4.58117 2.52421 3.76833
H 6.81634 0.43376 3.30140
H 5.97090 -0.97404 2.46877
H 4.42349 -2.19925 3.48273
H 2.22397 -3.35424 3.37704
H -0.07843 -3.35927 2.73962
H -2.24690 -3.56006 1.78844
H -4.39674 -2.59224 1.01246
H -4.89881 -0.64952 -0.82957
H -6.57696 -0.27445 -0.25725
H -5.42600 1.03274 -0.64202
H -7.07569 0.30006 1.65145
H -6.06475 -0.47914 2.96280
H -3.01881 1.32916 2.11399
H -1.07003 0.30878 3.28849
H 0.45910 0.34561 1.96193
H 2.48039 1.58089 2.73292
C -0.57395 -3.58709 5.17822
C -0.77876 -2.25332 5.56444
N -0.89786 -1.11134 5.81905
C 0.58078 -4.31705 5.66764
C 0.82225 -5.64933 5.22961
C 1.92251 -6.35279 5.71628
C 2.80777 -5.74477 6.61585
C 2.60733 -4.41685 7.01261
C 1.53127 -3.68752 6.51027
C -1.61285 -4.28794 4.54179
N -2.43967 -4.92493 3.99775
H 0.16213 -6.10025 4.48049
H 2.08919 -7.38132 5.39120
H 3.66282 -6.30466 6.99481
H 3.29409 -3.94620 7.71596
H 1.41551 -2.62760 6.75004
```

As for the charge: 0. The relative energy (zero: lowest compared OMol25 entry of this formula, charge and spin) comes out at 8.25 kcal/mol. The value obtained for the orbital gap is 4.67 eV. For the electronic energy, the calculation gives -1899.5127 Eh.